(1)
255
Properties=species:S:1:pos:R:3:forces:R:3:lowdin_charge:R:1 method="wB97M-V/def2-TZVPD" e_homo_ev=-8.47 total_energy_ev=-117943.4979 e_lumo_ev=0.20 relative_energy_ev=10.610 homo_lumo_gap_ev=8.666
C 3.5117 -1.7337 -4.1597 2.0935 -0.2069 -0.9037 -0.03
C 5.0586 -1.4140 -3.8248 -2.6384 1.6244 -0.1207 -0.41
C 5.7256 -2.4937 -3.0264 -1.4334 -1.7984 0.6867 -0.24
O 7.0337 -2.3196 -2.5772 0.6749 -0.8509 -0.9516 -0.17
C 7.2696 -1.4730 -1.4944 -0.3646 0.0158 0.4251 -0.10
N 5.8050 -1.1230 -5.0563 0.6823 -0.7175 0.7526 0.05
H 3.5722 -2.5367 -4.8943 -0.2113 -0.8951 0.5442 0.07
H 3.0773 -1.0117 -4.8512 0.1798 0.7905 0.6127 0.04
H 2.8593 -1.9208 -3.3068 0.2252 -0.1824 -0.1058 0.05
H 5.0179 -0.5212 -3.2007 0.0671 0.3066 0.2846 0.11
H 5.6210 -3.4440 -3.5498 0.9541 -0.0171 -0.8593 0.13
H 5.1013 -2.8297 -2.1985 -0.4432 0.8619 0.6984 0.12
H 6.8248 -0.5143 -1.7612 0.7634 0.5677 0.5166 0.08
H 8.3248 -1.5660 -1.2374 0.2437 0.8685 -0.7695 0.09
H 6.8687 -1.7775 -0.5277 -1.0204 -0.4390 -0.0586 0.07
H 5.8624 -0.1420 -5.2895 -0.7199 0.3035 0.0452 0.07
H 6.7242 -1.2638 -4.6622 0.9543 -0.2988 -0.7443 0.06
C 1.5994 -9.4743 -0.7435 -1.0526 0.9649 -0.0397 -0.05
C 0.3983 -8.4942 -0.4624 1.0895 -1.7332 1.1521 -0.43
C 0.7205 -7.0789 -0.9251 0.3431 0.5273 -0.5722 -0.15
O 1.8878 -6.4797 -0.2388 -1.4024 -1.0087 -0.5105 -0.17
C 2.2961 -5.1441 -0.4941 -0.1328 0.4756 -0.0082 -0.12
N -0.8231 -9.0726 -1.0671 0.7468 1.0233 -0.4120 0.05
H 1.3951 -10.5082 -0.4654 -0.3130 0.0522 0.1658 0.07
H 2.4669 -9.1495 -0.1690 0.1233 0.0808 -0.4146 0.07
H 1.7265 -9.4588 -1.8259 0.5519 -0.0060 0.0021 0.08
H 0.2811 -8.4979 0.6213 0.0605 0.3368 0.3962 0.11
H -0.1802 -6.4684 -0.8612 -0.0141 0.4383 0.5900 0.10
H 0.8334 -7.1886 -2.0037 0.7350 0.3017 -0.3052 0.12
H 2.7459 -4.7449 0.4150 0.0396 -0.3104 0.2372 0.05
H 1.5396 -4.4021 -0.7497 -0.7271 -0.3683 -0.0662 0.07
H 3.0521 -5.0162 -1.2688 0.1311 -0.6091 -0.3047 0.08
H -0.8901 -10.0445 -0.8006 -0.0092 -0.0145 0.0206 0.07
H -1.6375 -8.5895 -0.7160 -0.2851 -0.0153 0.1078 0.04
C 3.8345 -0.6154 3.6751 0.1385 0.3782 -0.1257 -0.06
C 4.1286 -2.1010 3.7464 0.6007 0.9802 1.4250 -0.40
C 4.8859 -2.6668 2.5824 0.5620 -0.3961 0.4170 -0.19
O 5.4060 -3.9110 3.0445 -1.2301 -1.0367 -1.0014 -0.22
C 5.6448 -4.8554 2.0057 1.0055 0.2722 0.3400 -0.08
N 4.9233 -2.3175 5.0096 -0.8406 -0.3787 -0.5480 0.05
H 4.6498 -0.0154 3.2708 0.2362 -0.1981 -0.0780 0.06
H 3.6972 -0.2919 4.7069 -0.3934 0.1684 -0.0670 0.07
H 2.9628 -0.3820 3.0637 -0.1429 -0.0401 0.0651 0.06
H 3.1549 -2.5759 3.8666 0.1972 -0.5063 0.1114 0.11
H 5.7664 -2.0569 2.3803 -0.1098 0.5083 -0.4220 0.13
H 4.2588 -2.7852 1.6987 0.0283 -0.0131 -0.1848 0.12
H 4.9490 -4.9167 1.1690 -0.5551 0.4249 0.2689 0.07
H 5.6975 -5.8467 2.4560 0.1667 0.1094 0.0282 0.09
H 6.6049 -4.5588 1.5834 0.2817 -0.4808 -0.3292 0.09
H 5.7870 -1.7943 4.9895 0.0658 0.6139 -0.2323 0.07
H 5.2655 -3.2641 4.9259 -0.1156 -0.3611 0.3727 0.05
C 3.5555 2.0898 -1.1022 2.3937 -0.3173 -0.1154 -0.02
C 4.9186 2.1489 -0.2751 -1.0529 1.6957 1.5411 -0.37
C 5.2206 3.5728 0.2338 -0.7973 1.4842 -2.0654 -0.26
O 6.1983 3.6817 1.1934 1.9610 -0.3588 1.1655 -0.19
C 6.9489 4.8964 1.3896 -0.4354 -0.5806 -0.3169 -0.07
N 4.7232 1.3527 0.9347 -0.6944 -0.9982 0.1590 0.04
H 3.6772 1.1299 -1.6042 -0.7435 -0.2314 0.0048 0.06
H 3.5065 2.8213 -1.9089 0.0141 0.2357 0.1597 0.07
H 2.6490 2.1303 -0.4984 0.2155 -0.0734 0.0905 0.05
H 5.7836 1.8276 -0.8554 -0.1432 -0.3518 -0.0843 0.12
H 4.3248 4.0546 0.6256 -0.6285 -0.1545 -0.0020 0.13
H 5.4921 4.1522 -0.6487 0.1545 0.3737 -0.3003 0.12
H 7.6921 4.6617 2.1517 -0.3073 0.0853 0.1452 0.09
H 6.3251 5.7444 1.6722 -0.2696 -0.1281 0.3512 0.08
H 7.5160 5.2531 0.5298 -0.1072 -0.4408 -0.5545 0.08
H 3.7890 1.5992 1.2289 -0.5901 -0.4498 -0.0348 0.03
H 5.2176 1.7089 1.7402 1.0019 0.1194 -0.2395 0.06
C -2.5645 6.9265 1.6242 -0.9447 0.7639 0.5742 -0.06
C -1.6856 7.3027 0.4720 -2.3327 2.6548 -0.1937 -0.50
C -0.9470 8.6479 0.7654 -1.4550 0.5777 0.9183 -0.10
O -1.9834 9.7269 0.9634 1.2965 0.2751 0.2278 -0.22
C -1.5603 10.9706 1.6668 0.1142 -0.9135 -1.2095 -0.08
N -0.9470 6.2352 0.0432 3.5240 -2.8661 -0.1258 0.03
H -3.2999 6.1417 1.4470 0.1970 -0.2483 -0.5712 0.07
H -3.1647 7.8150 1.8202 0.0587 -0.0254 0.8165 0.08
H -1.9590 6.5720 2.4583 0.0160 0.3812 0.3307 0.08
H -2.2767 7.3139 -0.4438 -1.0641 1.8027 0.1615 0.13
H -0.1786 8.8883 0.0306 -0.2951 0.2617 -0.3388 0.12
H -0.4472 8.5553 1.7296 0.2198 -0.2019 0.1561 0.11
H -1.3774 10.8726 2.7369 0.1652 -0.5864 -0.0327 0.08
H -2.3015 11.7643 1.5734 -0.6569 -0.6267 -0.2535 0.07
H -0.7065 11.4284 1.1673 0.4414 -0.3734 0.0830 0.07
H -0.2029 6.0050 0.6861 0.4725 -0.1675 0.3352 0.10
H -1.5984 5.4701 0.1459 0.0981 -0.7210 -0.6145 0.07
C 0.5390 -3.8435 2.8318 0.8482 0.4251 -1.0529 -0.05
C -0.6591 -4.5161 3.3602 -1.0958 -0.4858 2.9807 -0.38
C -0.4917 -5.7099 4.3972 -0.0490 -0.2947 -2.4461 -0.15
O -1.8214 -6.1786 4.7357 0.1659 0.2266 0.8055 -0.21
C -1.8432 -7.0769 5.8606 0.8051 0.0379 -0.3017 -0.10
N -1.4674 -3.5062 4.0712 -1.2192 -0.4965 -0.8944 0.04
H 1.0503 -3.1479 3.4972 0.3413 -0.8278 0.6925 0.06
H 0.2186 -3.0910 2.1112 -0.3502 -0.3376 -0.5095 0.06
H 1.1744 -4.5615 2.3131 0.5144 0.2164 0.0880 0.08
H -1.3071 -4.8455 2.5479 0.5186 -0.3703 0.0049 0.08
H 0.1892 -5.4873 5.2188 -0.5143 0.3944 0.4096 0.12
H 0.0024 -6.4811 3.8063 0.1488 -0.6092 0.1223 0.11
H -1.6153 -6.5807 6.8040 0.5156 0.2683 -0.0735 0.08
H -1.1274 -7.8694 5.6422 0.2287 -0.1295 0.3634 0.08
H -2.7816 -7.5812 6.0915 -0.4836 0.4056 -0.9656 0.08
H -1.6333 -3.8266 5.0145 -0.1150 -0.4203 0.0031 0.05
H -2.3633 -3.7566 3.6778 -0.9001 1.2232 0.0305 0.04
C -1.8453 3.8939 4.7483 0.9038 0.4236 -0.4313 -0.05
C -0.6832 3.0158 5.2515 0.0417 -1.0569 -0.9748 -0.41
C 0.7752 3.5732 5.0036 -0.1043 -0.6879 1.4642 -0.18
O 1.1270 3.8496 3.6552 -0.5673 -1.2600 -0.6654 -0.16
C 1.2730 2.6052 2.9079 0.5009 0.2566 0.0083 -0.08
N -1.0012 2.4766 6.5707 0.5841 1.3342 0.8337 0.05
H -1.8632 4.9132 5.1341 0.2645 -0.0349 0.4887 0.07
H -2.8377 3.4806 4.9284 0.1884 -0.3538 -0.0300 0.07
H -1.6961 4.0393 3.6784 -0.2342 -0.1565 -0.2204 0.06
H -0.6572 2.1032 4.6562 -0.2711 0.0558 -1.0565 0.09
H 1.5611 2.8698 5.2786 -0.4956 -0.8606 0.6499 0.11
H 1.0033 4.3669 5.7149 -0.2638 0.9180 -0.6758 0.12
H 0.3515 2.1675 2.5240 -0.2891 0.6664 -0.3516 0.07
H 1.7107 1.7348 3.3968 0.0660 0.2556 1.3794 0.07
H 2.0453 2.7230 2.1478 -0.4996 0.7346 -0.5104 0.07
H -0.2799 1.8670 6.9287 0.0601 -0.1754 -0.0340 0.04
H -1.8928 2.0039 6.5281 0.1024 -0.0977 0.0072 0.07
C -3.7963 -1.1616 -4.8466 -1.1285 0.6604 -0.1218 -0.07
C -2.8729 -2.3025 -5.2015 1.5123 -0.4403 -0.2670 -0.42
C -1.5710 -1.6990 -5.8152 -2.9599 -0.8800 1.1897 -0.21
O -2.0219 -1.0891 -7.0302 2.7791 -0.1569 0.5721 -0.15
C -0.7806 -0.8290 -7.6810 0.4305 1.1859 -1.5023 -0.12
N -2.5607 -3.1070 -4.0186 -0.0372 1.0731 0.8421 0.03
H -3.4885 -0.5526 -3.9966 0.5311 -0.4199 0.3391 0.07
H -4.8284 -1.4403 -4.6342 -0.0288 -0.4822 0.1359 0.08
H -3.9183 -0.4081 -5.6247 0.3185 -0.3405 -0.4666 0.08
H -3.2410 -3.0284 -5.9264 -0.6462 0.6726 -0.6048 0.14
H -0.8499 -2.5082 -5.9301 0.1990 0.0820 -0.4939 0.12
H -1.2078 -1.0068 -5.0556 0.3936 0.4820 -0.2781 0.11
H -0.8980 -0.2349 -8.5873 -0.7228 -0.4855 -0.4097 0.09
H -0.2049 -1.7267 -7.9068 -0.2873 -0.2834 -0.0998 0.09
H -0.0751 -0.1560 -7.1938 -0.2946 -0.1473 1.0569 0.05
H -3.4393 -3.2134 -3.5320 0.1593 -0.4718 0.3403 0.06
H -2.1291 -4.0037 -4.1910 -0.2020 0.0006 -0.2593 0.07
C -2.3229 -4.4271 -0.1208 1.2718 0.3428 -0.7814 -0.06
C -3.1387 -5.6786 0.1279 -2.4597 0.5500 0.7311 -0.36
C -2.6337 -6.4915 1.3151 -0.2448 -1.6661 -0.4945 -0.18
O -3.0485 -7.8531 1.0819 -0.5512 -0.7988 -0.4075 -0.23
C -2.6121 -8.8487 2.0281 -0.4897 0.8634 -0.6275 -0.07
N -4.5713 -5.1961 0.3619 1.1038 0.2361 0.4569 0.03
H -1.4347 -4.3889 0.5099 -0.0813 0.1089 0.2406 0.06
H -2.8258 -3.4623 -0.0549 -0.4661 -0.2666 0.5108 0.07
H -1.8956 -4.3776 -1.1223 -0.0322 -0.3471 -0.2823 0.07
H -3.2204 -6.3545 -0.7234 0.7455 -0.0413 -0.1427 0.13
H -3.0351 -6.2079 2.2880 0.1887 0.5533 0.0269 0.12
H -1.5440 -6.5058 1.2941 0.2454 0.2895 0.2812 0.11
H -3.0379 -9.8346 1.8417 -0.4220 0.2383 -0.6992 0.08
H -3.0231 -8.5716 2.9989 0.8725 0.1010 0.4389 0.09
H -1.5414 -8.9906 1.8814 0.2630 0.2705 0.8764 0.07
H -4.8616 -4.6997 -0.4684 -0.2023 -0.0601 -0.0610 0.06
H -5.2509 -5.9118 0.5761 0.2207 -0.3765 -0.2039 0.07
C -4.9046 6.0375 -1.7172 -0.9765 -1.1834 0.7627 -0.03
C -4.7534 4.5014 -1.5641 0.7028 -0.5351 -1.9374 -0.39
C -5.2993 3.7820 -2.8513 -1.8906 0.4946 1.0000 -0.16
O -6.7292 3.6178 -2.6601 0.9358 0.3761 1.0363 -0.18
C -7.4540 2.9113 -3.5938 -0.3446 0.0699 -1.8651 -0.15
N -3.3516 4.1133 -1.5175 0.0299 0.3000 1.1902 0.05
H -4.6061 6.5258 -0.7896 0.0691 0.1508 -0.1454 0.06
H -5.9648 6.2204 -1.8920 -0.0920 0.2544 0.1368 0.08
H -4.3865 6.4614 -2.5774 0.3662 -0.3012 0.0542 0.07
H -5.1772 4.0134 -0.6864 -0.6312 0.7087 0.0748 0.14
H -4.9378 2.7905 -3.1240 0.6057 -0.1546 0.5757 0.11
H -4.9798 4.4612 -3.6416 -0.5823 0.0784 -0.7264 0.11
H -7.1143 1.9424 -3.9597 1.0320 -0.3685 0.5204 0.08
H -7.4643 3.5139 -4.5020 -0.5805 0.0796 -0.3875 0.09
H -8.4695 2.6659 -3.2828 0.0004 0.6767 0.4522 0.09
H -3.4608 3.1092 -1.5280 1.1496 -0.2914 -0.1362 0.07
H -2.8527 4.4423 -2.3317 0.0975 -0.3575 -0.1942 0.03
C -5.5843 -1.0036 2.3465 -0.3617 0.6216 -0.1820 -0.07
C -4.2146 -1.5374 2.6422 0.7000 -0.6534 -0.2229 -0.39
C -3.4196 -0.5819 3.6354 -0.3859 -1.6219 0.0258 -0.20
O -3.4942 0.7897 3.3865 -0.1758 0.8256 -0.1736 -0.18
C -2.6914 1.0861 2.2508 -1.2001 -0.3255 -0.2587 -0.10
N -4.2548 -2.9821 3.0821 0.1701 1.4387 -0.1006 0.05
H -6.1890 -0.9695 3.2528 -0.0951 0.4320 0.0319 0.09
H -6.1606 -1.5523 1.6016 0.2778 -0.5572 0.0480 0.08
H -5.4449 -0.0327 1.8711 -0.3720 0.4344 0.4760 0.07
H -3.7322 -1.5836 1.6659 0.5482 0.0517 0.0283 0.11
H -2.3551 -0.7993 3.7234 -0.0165 -0.8273 -0.2766 0.08
H -3.8579 -0.8159 4.6056 -0.0925 0.4328 0.2897 0.13
H -2.7619 2.1317 1.9508 0.1809 0.1372 0.6085 0.09
H -3.1688 0.5484 1.4316 0.4817 -0.1882 -0.5066 0.07
H -1.6701 0.7364 2.4011 0.2109 0.1302 -0.0628 0.07
H -4.6351 -3.4621 2.2789 0.0611 -0.5130 -0.2793 0.04
H -4.9734 -3.0732 3.7860 -0.1396 0.0005 0.3864 0.07
C 1.3612 1.1689 -5.3996 0.9116 1.2874 -1.2901 -0.05
C 1.7842 2.6629 -5.6308 -0.5633 -0.0305 -0.5936 -0.38
C 1.1308 3.3609 -6.9290 0.5916 -2.1932 0.2046 -0.15
O 1.3865 2.4613 -8.0574 -0.6448 1.7282 -1.1226 -0.21
C 0.9033 2.9799 -9.3634 -0.8756 -0.6788 1.2727 -0.08
N 1.4147 3.3666 -4.4297 0.0102 0.2007 -0.0839 0.05
H 1.7150 0.7892 -4.4411 -0.0935 0.2806 0.0643 0.07
H 1.8077 0.5732 -6.1957 -0.2189 -0.2114 0.0285 0.07
H 0.2746 1.1287 -5.4759 -0.0499 -0.1764 0.1491 0.06
H 2.8588 2.8331 -5.6980 0.1979 -0.6739 -0.4803 0.13
H 1.5079 4.3726 -7.0790 0.6559 -0.0011 -0.1507 0.11
H 0.0649 3.5270 -6.7724 -0.4042 -0.4842 -0.0108 0.09
H 0.9627 2.2363 -10.1581 1.1241 -0.1873 0.2913 0.08
H 1.2858 3.9528 -9.6721 0.5304 -0.1455 0.2462 0.08
H -0.1828 3.0710 -9.3632 -0.3505 0.3952 0.6692 0.07
H 0.5521 2.9635 -4.0928 -0.3407 0.5699 0.2188 0.05
H 1.3117 4.3375 -4.6879 -0.3672 0.3637 0.8043 0.06
C 0.9188 -0.9989 0.5639 -0.2261 0.1856 -0.4619 -0.05
C -0.0787 -1.0542 -0.6089 -0.3486 0.8821 -1.8600 -0.36
C -0.7551 0.3522 -0.9123 1.0680 0.0891 1.4126 -0.15
O 0.2146 1.3819 -1.1862 0.7808 -1.9501 0.2651 -0.21
C -0.2039 2.7061 -1.0553 0.3596 -0.2226 0.3373 -0.12
N 0.5311 -1.6362 -1.8308 0.9717 0.0908 0.3453 0.05
H 0.3958 -0.8697 1.5114 -0.1199 0.1432 0.0316 0.06
H 1.6104 -0.1667 0.4323 0.0034 0.0998 -0.0544 0.07
H 1.5239 -1.9001 0.6629 -0.1597 -0.1409 -0.2689 0.06
H -0.9164 -1.7206 -0.4035 -0.0956 0.0113 0.4081 0.11
H -1.2572 0.6084 0.0207 -0.3001 0.2643 0.1632 0.09
H -1.5205 0.2953 -1.6863 0.0741 -0.1910 -0.3668 0.11
H -0.7444 2.8917 -1.9835 -0.6534 0.9562 0.5467 0.07
H 0.6412 3.3788 -0.9089 0.5948 -0.2084 -0.9808 0.08
H -0.6298 2.8876 -0.0685 -1.4213 -0.1903 -0.1917 0.08
H -0.0276 -1.6382 -2.6722 -0.9809 -0.1408 0.3125 0.05
H 1.3031 -1.0635 -2.1409 0.4698 0.2429 0.4005 0.04
C -0.5843 7.5013 -4.2803 -0.6438 1.0232 0.6333 -0.07
C -1.1021 6.2760 -3.6137 0.4778 -1.5990 -0.3192 -0.44
C -1.6500 5.3027 -4.6830 1.1618 2.2384 -0.1984 -0.25
O -1.8687 4.1534 -4.0371 -0.2792 -4.4953 0.4512 -0.24
C -2.3456 3.0263 -4.8152 -2.1769 1.0401 0.2343 -0.05
N -0.0915 5.7080 -2.7145 0.2974 -0.1509 -0.8780 0.07
H 0.2410 7.4410 -4.9898 -0.0332 -0.5839 0.1385 0.08
H -0.2741 8.1120 -3.4324 0.0931 0.6514 -0.3894 0.08
H -1.4600 7.9267 -4.7703 0.1979 0.6386 -0.1744 0.08
H -1.9500 6.5039 -2.9678 -0.5264 0.5377 -0.2366 0.11
H -0.9690 5.1496 -5.5202 0.3510 0.2299 -0.1812 0.11
H -2.5529 5.7769 -5.0675 -0.4504 -0.0896 -0.2961 0.13
H -1.8317 2.5284 -5.6374 1.3159 0.4800 0.3908 0.08
H -3.2423 3.3962 -5.3124 -0.3364 0.1047 -0.2793 0.08
H -2.7652 2.2730 -4.1484 0.5919 0.0040 0.3431 0.08
H -0.2365 6.1705 -1.8284 0.2734 0.1848 0.3648 0.02
H -0.3106 4.7502 -2.4803 -0.0911 -0.1468 -0.2915 0.01
C -0.0639 -0.8542 5.2468 0.8365 0.5848 -1.1954 -0.07
C 0.5353 -1.6298 6.3700 -0.2342 -0.9573 0.9333 -0.41
C 0.4654 -0.7510 7.5928 0.0672 -0.2373 0.9289 -0.23
O 1.3201 0.3842 7.5318 1.5061 -1.3878 0.1430 -0.21
C 2.7465 0.0320 7.7629 -1.0646 1.7704 -0.5501 -0.05
N -0.2002 -2.9367 6.4696 -0.1597 0.6583 0.0573 0.05
H -1.1038 -0.6833 5.5250 -0.1463 -0.0570 -0.4414 0.09
H 0.0663 -1.3947 4.3093 -0.6366 -0.0826 -0.0362 0.05
H 0.3963 0.1121 5.0405 0.1732 0.2106 0.4541 0.07
H 1.5154 -2.0926 6.2542 0.6060 1.1536 -0.4382 0.13
H 0.6271 -1.3410 8.4949 0.4479 -0.1109 0.2509 0.12
H -0.5411 -0.3573 7.7342 -0.2324 0.1050 -0.3125 0.12
H 3.1931 -0.7275 7.1211 -0.6014 -0.4466 0.0663 0.06
H 2.9435 -0.1241 8.8235 -0.1648 -0.2761 -0.0356 0.08
H 3.2290 0.9588 7.4526 0.2445 0.0317 0.2631 0.08
H -1.1137 -2.8643 6.8944 -0.2547 0.5077 1.0162 0.07
H -0.5470 -2.9397 5.5210 0.6407 -0.5566 -0.1858 -0.02

=====

(2)
15
Properties=species:S:1:pos:R:3:forces:R:3:nbo_charge:R:1 method="wB97M-V/def2-TZVPD" e_homo_ev=-9.63 total_energy_ev=-9305.2026 e_lumo_ev=0.96 relative_energy_ev=1.191 homo_lumo_gap_ev=10.596
H 2.5409 -1.6355 -0.2375 -0.0673 -0.0024 0.1118 0.35
N 1.7494 -1.5107 0.3956 -0.1847 0.2370 -0.3034 -0.71
C 0.8839 -0.7496 -0.1223 0.1220 -0.1892 0.1927 0.57
O 0.9733 -0.1861 -1.3487 0.0791 -0.0853 0.0821 -0.50
C -0.0984 0.7356 -1.5896 -0.1512 0.1340 -0.0974 -0.06
C -0.9800 0.7528 -0.3295 -0.0519 0.0376 0.0683 -0.45
C -0.4014 -0.3456 0.5749 0.0108 -0.0262 -0.2081 -0.13
N -0.0734 0.1363 1.9096 -0.1031 -0.1746 0.1482 -0.83
H 0.3480 1.7131 -1.7950 -0.0836 -0.1531 -0.0120 0.19
H -0.6324 0.3962 -2.4830 0.0747 0.0537 0.1494 0.18
H -0.8988 1.7055 0.1983 0.0114 -0.0846 -0.0976 0.23
H -2.0324 0.5858 -0.5730 0.1593 0.0057 0.0226 0.22
H -1.0603 -1.2302 0.5805 0.1386 0.1470 -0.0126 0.19
H -0.9058 0.1462 2.4904 0.1019 0.0170 -0.0126 0.36
H 0.5874 -0.5139 2.3295 -0.0558 0.0835 -0.0314 0.38